# 1
13
Properties=species:S:1:pos:R:3 method="wB97M-V/def2-TZVPD" smiles="CC(=O)[C@H](C)Cl" e_above_lowest_kcal_mol=0.00
C -0.441 1.934 0.608
C 0.579 0.870 0.289
O 1.727 1.131 0.022
C 0.123 -0.601 0.349
C 1.164 -1.545 -0.191
Cl -1.438 -0.791 -0.532
H -1.110 1.658 1.407
H -1.050 2.132 -0.243
H 0.070 2.853 0.871
H -0.105 -0.798 1.410
H 1.384 -1.335 -1.239
H 0.831 -2.605 -0.072
H 2.060 -1.450 0.406

***

# 2
85
Properties=species:S:1:pos:R:3 method="wB97M-V/def2-TZVPD" charge=+2 e_above_lowest_kcal_mol=40.50
P 1.341 1.269 -2.912
C 3.005 1.479 -3.617
C 3.461 0.834 -4.782
H 2.798 0.159 -5.320
C 4.757 1.060 -5.258
H 5.092 0.550 -6.162
C 5.617 1.930 -4.586
H 6.626 2.103 -4.961
C 5.177 2.574 -3.423
H 5.844 3.253 -2.891
C 3.895 2.348 -2.934
H 3.558 2.838 -2.024
C 0.696 -0.114 -3.905
C 1.011 -1.428 -3.470
H 1.609 -1.557 -2.570
C 0.572 -2.535 -4.189
H 0.833 -3.537 -3.847
C -0.207 -2.369 -5.339
H -0.557 -3.240 -5.894
C -0.538 -1.083 -5.768
H -1.149 -0.944 -6.661
C -0.090 0.038 -5.060
H -0.349 1.036 -5.410
C 0.457 2.683 -3.643
C 0.974 3.498 -4.665
H 1.966 3.297 -5.066
C 0.222 4.563 -5.175
H 0.641 5.184 -5.966
C -1.055 4.828 -4.677
H -1.639 5.658 -5.077
C -1.580 4.026 -3.658
H -2.577 4.229 -3.263
C -0.836 2.972 -3.136
H -1.241 2.359 -2.333
Ce 0.112 -0.207 3.332
C -1.817 -1.399 2.673
C -2.171 -1.397 1.400
H -2.255 -1.768 3.575
C -1.283 -0.805 0.335
O -2.053 0.193 -0.376
H -1.480 0.528 -1.111
C -0.069 -0.157 0.907
H -0.909 -1.581 -0.342
C 0.927 0.438 1.297
Cl -0.473 -1.141 5.537
Cl 2.360 0.576 4.035
P 1.467 -2.560 3.016
C 2.284 -2.871 4.574
H 1.547 -3.038 5.381
H 2.916 -2.010 4.868
H 2.897 -3.764 4.424
C 0.445 -3.944 2.647
H -0.073 -3.812 1.677
H -0.330 -4.082 3.425
H 1.085 -4.835 2.603
C 2.718 -2.379 1.774
H 3.370 -1.513 1.995
H 2.271 -2.225 0.773
H 3.312 -3.302 1.773
P -3.774 -2.111 1.004
C -4.379 -3.006 2.397
C -3.571 -3.193 -0.392
H -4.556 -2.346 3.268
H -3.686 -3.815 2.704
H -5.351 -3.470 2.118
H -3.191 -2.641 -1.273
H -4.559 -3.626 -0.655
H -2.877 -4.025 -0.164
C -4.927 -0.837 0.566
H -5.108 -0.161 1.422
H -5.892 -1.299 0.272
H -4.541 -0.234 -0.278
H 1.794 1.059 1.138
N 1.263 2.501 9.191
C 0.677 2.487 8.248
C -0.097 2.446 6.963
C -1.360 3.035 6.841
C -2.036 2.887 5.670
C -1.477 2.159 4.622
N -0.283 1.635 4.777
C 0.385 1.715 5.910
H -1.770 3.545 7.710
H -3.046 3.285 5.582
H -2.087 1.963 3.689
H 1.319 1.137 6.119

***

# 3
68
Properties=species:S:1:pos:R:3 method="wB97M-V/def2-TZVPD" charge=-1 e_above_lowest_kcal_mol=54.55
B -0.044 -0.756 0.310
F -0.131 -0.386 -0.931
F -1.310 -0.908 0.867
F 0.495 -1.969 0.340
F 0.659 0.217 0.999
C -0.713 2.531 3.618
C -1.003 3.274 2.289
O -0.333 4.518 2.202
H -1.401 1.686 3.648
H -0.971 3.177 4.457
H 0.312 2.163 3.644
H -2.070 3.486 2.348
H -0.828 2.569 1.476
H -0.684 5.052 1.486
C -3.286 -5.428 -0.347
C -2.752 -4.072 -0.610
O -1.517 -3.994 -0.120
H -3.003 -5.837 0.622
H -2.819 -6.091 -1.076
H -4.370 -5.386 -0.454
H -3.368 -3.405 -0.007
H -2.819 -3.564 -1.572
H -1.383 -3.073 0.116
C 2.017 -0.639 3.730
C 2.970 0.399 3.408
O 4.316 0.107 3.777
H 2.115 -1.518 3.093
H 0.980 -0.323 3.617
H 1.945 -0.965 4.768
H 2.653 1.210 4.063
H 2.781 0.890 2.453
H 4.707 -0.471 3.117
C 0.510 2.798 -2.326
C 1.626 2.422 -1.381
O 1.981 1.076 -1.412
H 0.891 2.858 -3.346
H 0.154 3.715 -1.858
H -0.395 2.193 -2.385
H 1.487 2.798 -0.367
H 2.605 2.860 -1.576
H 1.277 0.546 -1.030
C 6.040 -1.316 0.463
C 4.786 -0.845 -0.306
O 3.563 -1.244 0.288
H 6.873 -1.597 -0.182
H 5.923 -2.136 1.171
H 6.461 -0.565 1.132
H 4.683 -1.009 -1.378
H 4.817 0.244 -0.343
H 3.032 -0.492 0.560
C -1.448 -0.861 -5.764
C -0.651 -0.453 -4.568
O -0.830 -1.506 -3.627
H -2.486 -0.902 -5.435
H -1.027 -1.679 -6.348
H -1.470 -0.061 -6.504
H -0.985 0.446 -4.050
H 0.416 -0.347 -4.764
H -0.518 -1.150 -2.792
C -5.093 1.909 0.076
C -3.987 0.917 0.490
O -2.694 1.350 0.379
H -5.301 2.666 0.832
H -5.990 1.290 0.092
H -4.937 2.359 -0.904
H -4.294 0.039 -0.078
H -4.007 0.629 1.541
H -2.157 0.554 0.366

***

# 4
10
Properties=species:S:1:pos:R:3 method="wB97M-V/def2-TZVPD" smiles=CNSN e_above_lowest_kcal_mol=33.29
C -1.292 -0.503 0.351
N -0.037 -0.161 -0.369
S 1.523 -0.856 -0.144
N 2.411 0.656 0.327
H -1.471 0.108 1.119
H -2.056 -0.166 -0.402
H -1.380 -1.530 0.619
H -0.209 -0.023 -1.362
H 2.595 0.503 1.404
H 3.230 0.697 -0.135

***

# 5
8
Properties=species:S:1:pos:R:3 method="wB97M-V/def2-TZVPD" smiles="O=C=CF.C#N" e_above_lowest_kcal_mol=51.32
O 2.058 -2.479 0.928
C 1.168 -1.933 0.424
C 0.292 -1.301 -0.317
F -0.729 -1.956 -0.961
H 0.083 -0.162 -0.205
C -1.017 2.617 0.038
N 0.136 2.762 0.088
H -1.991 2.452 0.006

***

# 6
29
Properties=species:S:1:pos:R:3 method="wB97M-V/def2-TZVPD" smiles=CCOc1cccnc1Nc1ccccn1 e_above_lowest_kcal_mol=121.48
C 1.736 2.658 -0.724
C 0.369 1.869 -0.411
O 0.404 0.970 0.821
C 1.202 -0.118 0.543
C 2.422 -0.319 1.324
C 3.359 -1.142 0.764
C 3.120 -1.960 -0.420
N 1.918 -1.970 -0.968
C 0.934 -1.142 -0.403
N -0.397 -1.389 -0.838
C -1.608 -0.974 -0.315
C -1.928 -0.753 1.038
C -3.268 -0.656 1.497
C -4.270 -0.362 0.508
C -3.840 -0.274 -0.883
N -2.600 -0.564 -1.207
H 1.482 3.213 -1.619
H 2.485 1.938 -1.011
H 2.046 3.131 0.256
H -0.131 1.328 -1.308
H -0.422 2.585 -0.101
H 2.755 0.418 1.945
H 4.533 -0.953 1.137
H 4.100 -2.411 -1.007
H -0.373 -1.448 -1.920
H -1.128 -0.857 1.759
H -3.103 -0.797 2.657
H -5.325 -0.264 0.755
H -4.474 0.241 -1.870

***

Values of LUMO level, in order: 0.770; -7.499; 2.813; 0.925; -0.029; 0.593, all in eV.
Values of DFT total energy, in order: -18831.529; -107811.159; -41083.203; -14948.143; -9395.283; -19168.498, all in eV.